125
Properties=species:S:1:pos:R:3:forces:R:3:lowdin_charge:R:1 method="wB97M-V/def2-TZVPD" e_homo_ha=-0.1480 lumo_energy_ha=0.0385 relative_energy_ev=1.5119 total_charge=-1 homo_lumo_gap_ev=5.075
Zr -0.0016 -0.2840 0.2427 0.63 0.41 -0.22 1.64
C 4.9282 4.2936 -0.1303 -0.09 0.10 0.04 -0.10
C 3.8704 5.1767 0.2344 0.09 -0.09 -0.03 -0.10
C 2.6351 4.6980 0.5733 0.10 -0.12 0.09 -0.03
C 2.4249 3.3003 0.5445 -0.03 0.19 0.15 -0.10
C 1.2995 2.4761 0.7658 -0.13 0.29 -0.01 -0.33
N -0.0547 2.8650 0.9924 0.10 -0.35 -0.19 -0.19
C -0.6042 2.1187 2.0699 0.14 0.06 0.06 -0.33
C -1.3126 2.5853 3.1935 0.01 0.29 0.05 -0.11
C -1.5836 3.8807 3.6831 -0.01 -0.06 -0.01 -0.02
C -2.3602 3.9976 4.8037 -0.05 -0.11 0.07 -0.10
C -2.8913 2.8449 5.4537 0.06 0.11 -0.07 -0.10
C -2.6383 1.5810 4.9914 0.02 0.04 -0.10 -0.03
C -1.8279 1.4394 3.8444 -0.15 -0.11 0.24 -0.12
C -1.4100 0.3126 3.0981 0.13 -0.10 -0.11 -0.29
N -1.8920 -0.9419 3.2116 -0.06 0.27 -0.06 0.20
C -1.5407 -1.9201 2.4490 0.06 -0.06 0.00 -0.29
N -0.4395 -1.9486 1.5702 -0.36 -0.21 -0.20 0.00
C -0.4124 -3.1597 0.9541 0.38 0.09 0.38 -0.30
N 0.5864 -3.6482 0.2220 -0.14 -0.06 0.03 0.16
C 1.6542 -2.8977 -0.0155 0.22 0.35 0.14 -0.34
N 1.7730 -1.5534 0.1353 0.28 -0.33 -0.28 -0.03
C 3.1111 -1.1774 -0.1714 -0.28 -0.19 0.11 -0.31
N 3.6361 -0.0068 -0.1040 -0.08 0.27 0.03 0.19
C 2.9682 1.1122 0.2346 -0.15 -0.18 0.14 -0.36
N 1.6220 1.1929 0.5819 0.22 -0.17 -0.20 -0.05
C 3.4859 2.4246 0.2128 0.29 0.03 -0.20 -0.13
C 4.7537 2.9372 -0.1372 -0.08 -0.02 0.08 -0.03
C 3.8191 -2.3853 -0.5674 0.19 0.12 -0.02 -0.11
C 5.1355 -2.5989 -0.9744 -0.04 0.01 0.00 -0.02
C 5.5074 -3.8897 -1.3037 -0.08 -0.07 0.02 -0.09
C 4.5951 -4.9582 -1.2252 0.10 0.13 -0.01 -0.09
C 3.2951 -4.7436 -0.8102 -0.06 -0.01 0.01 -0.02
C 2.9226 -3.4423 -0.4856 -0.09 -0.24 -0.04 -0.11
C -1.5872 -3.9306 1.3510 0.08 -0.11 -0.17 -0.11
C -2.0739 -5.1523 0.9011 0.03 -0.04 0.03 -0.01
C -3.2586 -5.6121 1.4465 -0.05 0.09 0.10 -0.09
C -3.9331 -4.8664 2.4296 0.06 -0.02 -0.06 -0.08
C -3.4440 -3.6505 2.8751 0.04 -0.03 0.04 -0.02
C -2.2593 -3.1826 2.3120 0.01 0.08 0.13 -0.10
N -0.6303 0.7779 2.0444 -0.28 -0.17 0.01 0.00
H 5.8886 4.7113 -0.4076 -0.01 0.02 0.01 0.09
H 4.0513 6.2450 0.2390 0.02 -0.02 0.00 0.09
H 1.8448 5.3736 0.8711 0.02 0.00 -0.01 0.10
H -1.1889 4.7536 3.1752 0.00 -0.06 0.01 0.11
H -2.5818 4.9797 5.2051 -0.01 -0.04 0.00 0.09
H -3.5133 2.9781 6.3311 0.01 0.02 -0.01 0.09
H -3.0526 0.7068 5.4789 0.03 0.02 -0.01 0.11
H 5.5566 2.2640 -0.4128 -0.04 0.01 0.00 0.11
H 5.8316 -1.7704 -1.0288 -0.02 -0.04 0.00 0.11
H 6.5224 -4.0884 -1.6267 -0.01 0.01 0.00 0.10
H 4.9194 -5.9562 -1.4933 0.01 0.02 0.01 0.09
H 2.5785 -5.5526 -0.7402 0.01 0.03 0.01 0.11
H -1.5439 -5.7104 0.1391 0.00 0.03 0.02 0.11
H -3.6760 -6.5545 1.1128 -0.01 0.02 0.01 0.09
H -4.8629 -5.2489 2.8352 0.03 0.01 -0.01 0.10
H -3.9636 -3.0665 3.6257 0.02 -0.03 -0.05 0.11
O -3.0828 2.5314 -4.0495 0.03 0.03 -0.05 0.02
C -2.4342 2.6049 -3.0102 0.11 -0.02 0.03 -0.64
O -2.1377 1.6277 -2.2259 -0.05 -0.18 -0.11 -0.22
C -1.8104 3.8852 -2.5455 0.00 0.01 -0.11 -0.15
C -1.9082 5.0581 -3.2813 -0.06 0.04 -0.01 -0.02
C -1.2947 6.2158 -2.8362 -0.01 -0.04 0.03 -0.09
C -0.5932 6.1884 -1.6356 0.02 0.00 0.07 -0.08
C -0.4874 5.0225 -0.8917 -0.11 -0.11 -0.08 -0.07
C -1.0865 3.8541 -1.3582 0.19 -0.06 -0.05 -0.33
S -1.0590 2.3071 -0.4776 -0.18 0.79 0.68 1.08
H -2.4784 5.0296 -4.2017 0.01 -0.02 0.01 0.11
H -1.3636 7.1325 -3.4096 0.00 -0.03 0.02 0.09
H -0.1174 7.0910 -1.2693 0.00 -0.03 0.01 0.10
H 0.0363 5.0063 0.0472 0.00 0.01 0.02 0.06
C -4.4272 -5.7638 -2.4711 0.02 -0.04 0.03 -0.05
C -5.0854 -4.4119 -2.7826 0.11 0.05 0.01 -0.56
C -6.5321 -4.4610 -2.2981 -0.09 -0.03 0.02 -0.07
C -5.0903 -4.1911 -4.3029 0.02 0.02 -0.03 -0.05
C -4.2903 -3.2942 -2.1026 -0.01 0.01 -0.06 -0.17
C -2.9433 -3.1173 -2.4190 -0.08 -0.08 0.00 -0.08
C -2.2427 -2.1375 -1.7661 0.10 -0.02 -0.16 -0.50
Br -0.4431 -1.7683 -2.2488 -0.09 -0.30 -0.09 0.96
C -2.7733 -1.2915 -0.7850 0.39 0.34 0.22 -0.34
O -1.9423 -0.4650 -0.1469 -0.90 -0.35 -0.61 -0.38
C -4.1461 -1.3701 -0.5534 -0.37 -0.08 0.05 -0.06
C -4.8481 -2.3959 -1.2031 -0.02 0.05 0.05 0.02
C -4.9646 -0.3589 0.2723 0.10 -0.10 -0.04 -0.51
C -5.9293 0.3419 -0.7026 -0.03 -0.05 -0.05 -0.04
C -4.1317 0.7314 0.9489 -0.04 0.09 0.03 -0.04
C -5.7620 -1.0771 1.3722 0.02 -0.03 0.05 -0.04
H -4.9450 -6.5720 -2.9978 0.01 0.04 0.03 0.08
H -4.4634 -5.9687 -1.3977 0.01 0.02 -0.04 0.07
H -3.3781 -5.7794 -2.7764 -0.06 0.00 0.00 0.08
H -7.0448 -5.3002 -2.7764 0.01 0.04 0.02 0.08
H -7.0762 -3.5480 -2.5534 0.03 -0.03 0.01 0.09
H -6.5886 -4.6043 -1.2157 0.01 0.00 -0.05 0.09
H -5.6848 -4.9651 -4.7992 0.03 0.03 0.03 0.08
H -4.0795 -4.2272 -4.7174 -0.05 0.00 0.04 0.08
H -5.5157 -3.2151 -4.5486 0.00 -0.04 0.01 0.09
H -2.4416 -3.7321 -3.1569 -0.04 0.02 0.03 0.11
H -5.9075 -2.4731 -0.9922 0.07 0.02 -0.01 0.09
H -5.3736 0.7978 -1.5262 -0.01 0.00 0.06 0.09
H -6.4745 1.1295 -0.1742 0.01 -0.04 -0.02 0.08
H -6.6606 -0.3509 -1.1301 0.05 0.03 0.04 0.08
H -3.5879 1.3420 0.2276 -0.06 -0.04 0.02 0.06
H -3.4132 0.3180 1.6542 -0.10 0.03 -0.04 0.06
H -4.8157 1.3803 1.5053 0.02 0.01 0.00 0.09
H -6.2640 -1.9805 1.0195 -0.02 0.06 -0.03 0.07
H -6.5238 -0.4011 1.7724 0.06 -0.01 0.01 0.08
H -5.0975 -1.3629 2.1924 -0.03 0.00 -0.06 0.07
N -0.2946 0.8357 -4.3095 -0.10 -0.01 0.38 0.12
C 1.0098 0.8652 -4.0451 0.05 0.07 -0.07 -0.81
S 1.6242 0.9217 -2.4753 -0.14 -0.11 -0.13 0.74
N 1.8014 0.9052 -5.1609 0.24 -0.12 0.15 0.05
C 3.2048 0.7644 -5.2843 -0.22 0.07 0.02 -0.24
C 3.9905 0.0381 -4.3944 0.07 -0.06 -0.01 -0.05
C 5.3526 -0.0782 -4.6313 -0.01 -0.01 0.01 -0.08
C 5.9455 0.5060 -5.7427 -0.06 0.01 0.01 -0.11
C 5.1534 1.2164 -6.6331 -0.04 0.00 0.03 -0.10
C 3.7924 1.3472 -6.4029 0.10 0.03 -0.06 -0.04
H -0.9571 0.9045 -3.5321 0.00 0.06 -0.09 0.05
H -0.6602 0.8072 -5.2459 -0.01 0.01 0.00 0.12
H 1.3342 1.1574 -6.0165 -0.01 -0.01 -0.04 0.13
H 3.5490 -0.4183 -3.5209 0.03 0.02 -0.06 0.06
H 5.9525 -0.6434 -3.9282 0.00 0.01 -0.01 0.10
H 7.0100 0.4090 -5.9124 -0.01 0.00 0.00 0.09
H 5.5926 1.6817 -7.5061 0.00 0.00 -0.01 0.10
H 3.1771 1.9148 -7.0940 0.03 -0.01 0.03 0.11